1.
Formula: C16H22F16N2O5P
Source: the Open Molecules 2025 dataset
Level of theory: the ωB97M-V functional and the def2-TZVPD basis

Last column: natural (NBO) charge in e.
Geometry (Å):
C  1.111  2.299  -2.103  -0.7136
C  -0.024  3.214  -2.921  0.7855
O  -0.394  2.733  -4.119  -0.5829
O  -0.544  4.485  -2.376  -0.5773
C  -1.803  4.872  -3.083  0.7998
O  -1.614  5.558  -4.246  -0.6039
C  -3.318  4.495  -2.562  -0.8097
P  -3.638  2.601  -2.405  0.9970
N  -5.119  2.771  -3.386  -1.1914
C  -3.861  0.722  -2.142  -0.7961
C  -5.346  0.133  -2.508  0.1498
N  -5.379  -1.170  -3.023  -0.7195
H  2.003  2.014  -2.840  0.2396
H  0.610  1.274  -1.765  0.2596
H  1.550  2.887  -1.169  0.2249
H  -3.425  4.926  -1.455  0.2277
H  -4.101  5.001  -3.300  0.2375
H  -2.927  2.295  -3.629  -0.1700
H  -2.394  2.494  -1.635  -0.1896
H  -4.338  2.857  -1.151  -0.2120
H  -5.758  3.378  -2.793  0.3383
H  -4.942  3.256  -4.303  0.3609
H  -3.016  0.167  -2.764  0.2008
H  -3.640  0.513  -0.990  0.2243
H  -6.376  0.704  -2.337  0.1994
H  -4.381  -1.523  -3.075  0.3151
C  0.065  -2.616  2.222  -0.1427
C  -1.188  -3.497  2.342  0.5933
C  -1.878  -3.812  1.021  0.5176
F  -2.307  -2.701  0.381  -0.3104
F  -2.984  -4.580  1.229  -0.3275
F  -2.048  -2.931  3.230  -0.3124
F  -0.798  -4.681  2.910  -0.3323
O  -0.117  -1.218  2.465  -0.5096
C  -0.583  -0.460  1.352  0.8469
C  -1.984  0.125  1.569  0.5027
F  -2.898  -0.844  1.834  -0.3197
F  -2.424  0.776  0.458  -0.3015
F  -0.496  -1.217  0.231  -0.3173
F  0.314  0.550  1.188  -0.3197
H  0.747  -2.940  3.019  0.2278
H  0.622  -2.802  1.296  0.2145
H  -1.218  -4.366  0.348  0.1416
H  -1.992  0.829  2.405  0.1532
C  6.365  -2.071  2.727  -0.1428
C  5.112  -2.952  2.846  0.5935
C  4.422  -3.266  1.525  0.5168
F  3.993  -2.155  0.886  -0.3159
F  3.316  -4.034  1.733  -0.3295
F  4.252  -2.385  3.734  -0.3102
F  5.502  -4.136  3.415  -0.3275
O  6.183  -0.672  2.970  -0.5058
C  5.717  0.086  1.856  0.8456
C  4.316  0.670  2.074  0.5004
F  3.402  -0.299  2.339  -0.3159
F  3.876  1.322  0.963  -0.3150
F  5.804  -0.672  0.736  -0.3190
F  6.614  1.095  1.692  -0.3183
H  7.047  -2.395  3.523  0.2291
H  6.922  -2.257  1.800  0.2116
H  5.082  -3.820  0.852  0.1459
H  4.308  1.374  2.910  0.1584

Results
Total charge = -1
DFT total energy = -3047.546553 Ha
Kohn-Sham gap = 5.7660 eV
LUMO = 0.060 Ha

2.
Formula: H22O11
Source: the Open Molecules 2025 dataset
Level of theory: the ωB97M-V functional and the def2-TZVPD basis

Last column: natural (NBO) charge in e.
Geometry (Å):
O  3.610  0.748  0.803  -0.9326
H  3.352  0.130  1.499  0.4671
H  3.323  1.636  1.126  0.4641
O  5.229  -3.109  4.312  -0.9722
H  6.059  -3.008  3.873  0.4998
H  5.176  -3.963  4.767  0.4801
O  2.080  -2.122  6.657  -0.9233
H  1.427  -2.404  7.261  0.4764
H  2.136  -2.889  6.008  0.4562
O  5.108  -1.153  6.613  -0.9950
H  5.772  -0.639  6.133  0.4907
H  4.927  -1.965  6.108  0.4620
O  3.664  -0.422  3.797  -1.0251
H  2.996  -1.133  3.739  0.4826
H  4.108  -0.640  4.652  0.4990
O  5.180  1.675  3.403  -0.9517
H  4.637  2.356  3.751  0.4671
H  4.454  1.075  3.233  0.5005
O  2.402  -4.231  1.544  -0.9274
H  2.269  -3.448  2.051  0.4628
H  1.703  -4.759  1.841  0.4475
O  4.341  -2.065  1.393  -0.9241
H  3.433  -1.936  1.065  0.4504
H  4.140  -1.877  2.339  0.4673
O  6.576  0.479  5.370  -0.9604
H  6.007  0.805  4.678  0.4995
H  7.390  0.476  4.895  0.4756
O  2.190  -2.356  3.495  -0.9194
H  2.518  -3.182  3.994  0.4967
H  1.285  -2.416  3.693  0.4945
O  1.393  0.532  6.341  -0.9361
H  1.884  -0.263  6.419  0.4786
H  1.088  0.478  7.234  0.4488

Results
Total charge = 0
DFT total energy = -840.774200 Ha
ΔE to the lowest compared entry with this formula, charge and spin = 66.5 kcal per mole
Kohn-Sham gap = 9.6138 eV
LUMO = -0.034 Ha
Structure (SMILES) = O.O.O.O.O.O.O.O.O.O.O

3.
Formula: C45H77N19NbS
Source: the Open Molecules 2025 dataset
Level of theory: the ωB97M-V functional and the def2-TZVPD basis

Last column: Mulliken charge in e.
Geometry (Å):
C  -0.263  3.838  -0.379  -0.3243
C  0.441  2.349  -0.508  -0.2171
C  -0.623  1.135  -0.847  0.2851
C  0.238  -0.137  -1.507  -0.5323
Nb  -1.725  0.382  1.009  -1.5678
C  -3.783  0.437  -0.031  -0.4641
C  -4.121  2.016  -0.313  0.0160
C  -4.735  2.345  -1.797  -0.6080
S  -3.821  1.558  -3.230  -0.1318
H  -0.201  4.202  0.751  -0.1609
H  -1.417  3.811  -0.683  -0.0148
H  0.234  4.646  -1.099  0.3782
H  1.213  2.430  -1.414  0.1111
H  0.968  2.141  0.524  0.1894
H  -1.416  1.491  -1.631  -0.1606
H  1.306  -0.174  -0.984  0.1345
H  0.329  0.000  -2.689  0.2063
H  -0.322  -1.174  -1.321  0.0238
H  -1.442  -1.361  0.569  -0.0207
H  -0.100  0.376  1.867  -0.1136
H  -1.928  2.129  1.568  0.0383
H  -2.535  -0.213  2.547  0.6359
H  -3.785  -0.252  -0.977  -0.0611
H  -4.534  -0.073  0.743  0.3235
H  -4.967  2.318  0.474  0.3458
H  -3.210  2.719  -0.097  -0.2957
H  -5.890  2.110  -1.771  0.3013
H  -4.635  3.525  -1.944  0.2724
H  -3.913  2.363  -4.407  0.0010
C  -3.047  -3.185  -2.716  -0.4551
C  -3.170  -1.670  -2.704  0.5614
N  -3.272  -0.413  -2.695  -0.6275
H  -2.474  -3.519  -1.846  0.2716
H  -4.041  -3.640  -2.684  0.3195
H  -2.536  -3.511  -3.626  -0.1192
C  4.252  -0.755  -3.591  -0.2392
C  3.845  0.060  -2.374  0.5116
N  3.506  0.737  -1.365  -0.5195
H  4.812  -0.128  -4.289  0.0725
H  4.882  -1.594  -3.282  0.2272
H  3.363  -1.143  -4.094  0.1753
C  8.663  -1.684  -1.916  -0.6214
C  7.653  -1.352  -3.003  0.3658
N  6.815  -1.076  -3.904  -0.5629
H  8.174  -1.678  -0.938  0.2905
H  9.089  -2.675  -2.095  0.1660
H  9.468  -0.944  -1.917  0.2842
C  1.735  6.012  2.551  -0.6279
C  0.804  5.801  3.734  0.4982
N  0.031  5.626  4.715  -0.5841
H  2.420  5.164  2.460  0.3097
H  1.153  6.100  1.630  0.1144
H  2.317  6.926  2.694  0.3184
C  0.269  -4.251  -4.884  -0.2662
C  0.960  -2.920  -4.633  0.3982
N  1.532  -1.816  -4.425  -0.6501
H  -0.389  -4.171  -5.753  -0.1659
H  1.015  -5.028  -5.072  0.3424
H  -0.326  -4.532  -4.010  0.1943
C  -4.301  -5.602  -5.902  -0.6847
C  -3.409  -6.183  -4.817  0.4084
N  -2.668  -6.666  -3.918  -0.5032
H  -5.333  -5.541  -5.543  0.3028
H  -3.958  -4.599  -6.169  0.2985
H  -4.271  -6.238  -6.791  0.3170
C  -0.665  -3.525  -9.536  -0.7224
C  -1.596  -3.736  -8.353  0.4698
N  -2.369  -3.911  -7.372  -0.6210
H  0.020  -4.373  -9.627  0.2816
H  -1.247  -3.437  -10.458  0.3630
H  -0.083  -2.611  -9.393  0.1022
C  0.120  0.827  -10.321  -0.7185
C  0.378  -0.473  -11.066  0.4356
N  0.593  -1.552  -11.683  -0.5045
H  0.904  1.552  -10.554  0.2761
H  -0.847  1.241  -10.619  0.2937
H  0.112  0.644  -9.243  0.2701
C  9.570  -5.376  0.733  -0.7183
C  10.257  -4.310  -0.104  0.4660
N  10.827  -3.425  -0.799  -0.5447
H  8.555  -5.056  0.984  0.2039
H  9.521  -6.314  0.174  0.3397
H  10.130  -5.541  1.658  0.2590
C  -1.871  7.537  1.868  -0.3546
C  -1.065  8.102  0.710  0.1931
N  -0.395  8.571  -0.250  -0.5844
H  -2.273  6.556  1.599  0.3350
H  -1.234  7.430  2.750  0.1412
H  -2.701  8.207  2.107  0.2155
C  6.970  0.207  -7.485  -0.4547
C  5.651  0.592  -8.134  0.3417
N  4.557  0.911  -8.673  -0.4390
H  7.720  0.981  -7.676  0.2569
H  6.837  0.101  -6.405  0.0472
H  7.326  -0.742  -7.895  0.2482
C  -3.553  -1.384  6.145  -0.6212
C  -3.085  -0.910  4.779  0.4041
N  -2.697  -0.517  3.646  0.0531
H  -2.841  -1.070  6.913  -0.0451
H  -4.533  -0.955  6.373  0.3113
H  -3.631  -2.474  6.156  0.2654
C  -1.601  -1.737  9.639  -0.5642
C  -0.709  -2.319  10.723  0.2262
N  0.032  -2.801  11.622  -0.4861
H  -2.633  -1.676  9.998  0.3091
H  -1.258  -0.734  9.371  0.2863
H  -1.571  -2.373  8.750  0.2100
C  -1.537  -6.556  11.787  -0.6304
C  -2.547  -6.224  10.701  0.3365
N  -3.385  -5.948  9.799  -0.4400
H  -2.026  -6.550  12.765  0.2451
H  -1.111  -7.547  11.608  0.2601
H  -0.732  -5.816  11.787  0.2243
C  -3.365  10.526  -1.393  -0.6760
C  -4.296  10.315  -0.210  0.4073
N  -5.069  10.140  0.771  -0.4828
H  -2.680  9.679  -1.484  0.2064
H  -3.947  10.615  -2.314  0.2860
H  -2.783  11.441  -1.250  0.2477
C  7.170  -5.663  4.609  -0.7267
C  7.857  -4.597  3.771  0.4285
N  8.427  -3.712  3.077  -0.4747
H  6.155  -5.343  4.860  0.2799
H  7.121  -6.602  4.050  0.2516
H  7.730  -5.828  5.534  0.2651
C  -0.900  2.922  6.066  -0.4643
C  -0.298  1.725  6.783  0.2797
N  0.201  0.732  7.378  -0.5417
H  -1.799  3.257  6.590  0.2809
H  -0.177  3.742  6.038  0.2591
H  -1.166  2.648  5.041  0.2142
C  -5.261  7.862  4.281  -0.7461
C  -4.197  6.776  4.299  0.4104
N  -3.314  5.876  4.314  -0.4272
H  -6.175  7.495  4.756  0.3160
H  -4.906  8.742  4.823  0.2560
H  -5.486  8.146  3.249  0.2433
C  -3.839  -4.703  3.412  -0.7031
C  -3.371  -4.229  2.046  0.3579
N  -2.982  -3.837  0.912  -0.4218
H  -3.126  -4.389  4.180  0.1736
H  -4.819  -4.274  3.639  0.2415
H  -3.916  -5.794  3.422  0.3266

Results
Total charge = -1
DFT total energy = -3255.102873 Ha
Kohn-Sham gap = 2.8497 eV
LUMO = 0.054 Ha

4.
Formula: C6H16NO
Source: the Open Molecules 2025 dataset
Level of theory: the ωB97M-V functional and the def2-TZVPD basis

Last column: Mulliken spin population.
Geometry (Å):
C  0.254  -1.821  0.562  0.2816
C  1.392  -1.380  -0.371  0.4953
C  1.085  -0.619  -1.670  -0.3418
C  -1.302  2.510  -1.590  0.1209
C  -0.788  1.100  -1.744  0.2054
C  0.473  0.748  -1.539  0.3586
N  -0.563  -0.710  1.112  0.0540
H  -0.404  -2.532  0.064  -0.0869
H  0.743  -2.377  1.352  -0.1061
H  2.032  -0.786  0.269  -0.0917
H  1.976  -2.256  -0.591  -0.0032
H  2.046  -0.549  -2.178  0.0267
H  0.501  -1.295  -2.305  -0.0028
H  -1.188  3.058  -2.533  0.0115
H  -2.337  2.491  -1.294  0.0026
H  -0.695  3.033  -0.850  -0.0570
H  -1.554  0.350  -1.909  -0.1065
H  1.255  1.505  -1.411  -0.0082
H  -0.261  -0.399  2.048  -0.1012
H  -1.606  -0.931  1.131  -0.0700
H  -0.374  0.137  0.548  0.2142
H  -0.879  0.737  4.024  -0.0386
H  0.299  -0.037  4.595  -0.1821
O  -0.137  0.170  3.754  0.4250

Results
Total charge = 0
DFT total energy = -368.025640 Ha
ΔE to the lowest compared entry with this formula, charge and spin = 61.2 kcal per mole
Kohn-Sham gap (alpha / beta) = 2.1748 / 9.0732 eV
LUMO (alpha / beta) = 0.007 / 0.014 Ha
Multiplicity = 2

Question: DFT total energy of number 4 (C6H16NO)?
Answer: -368.025640 Ha